Below is one molecule with the formula C4H8O2, with properties calculated with ωB97M-V with the def2-TZVPD basis set.

Structure (XYZ):
```
14
Properties=species:S:1:pos:R:3:forces:R:3:nbo_charge:R:1
H -2.351 -0.079 -0.697 -0.02 -0.04 0.14 0.17
H -3.386 -0.096 0.763 0.08 -0.10 -0.10 0.20
C 2.341 0.588 -0.574 0.19 0.28 0.04 -0.25
C -0.161 0.148 0.743 0.22 0.01 -0.09 0.06
O 1.640 -0.633 -0.626 -0.02 -0.12 -0.04 -0.52
O -1.454 0.269 1.137 0.02 -0.01 0.04 -0.50
C 0.316 -0.576 -0.272 -0.32 -0.02 0.09 0.01
H 3.360 0.382 -0.904 -0.11 0.03 0.03 0.19
H 1.877 1.325 -1.241 0.03 -0.05 0.04 0.17
H 0.478 0.750 1.380 -0.02 -0.08 -0.12 0.19
H -0.295 -1.214 -0.903 0.01 0.09 0.16 0.19
H -2.317 -1.485 0.408 0.05 0.17 0.02 0.17
C -2.419 -0.392 0.354 -0.22 -0.07 -0.15 -0.26
H 2.372 1.013 0.434 0.10 -0.09 -0.07 0.16
```
Forces are in eV/Å.

HOMO energy in eV: -8.279
Energy above the lowest of the compared OMol25 structures with the same formula, charge and spin in kJ/mol: 245.05
2S+1: 1
Molar mass in g/mol: 88.11
Structure (SMILES): CO/C=C/OC
HOMO-LUMO gap in eV: 9.27